i) The following is a DFT calculation (ωB97M-V/def2-TZVPD) of 11 unconnected molecules or ions with the total composition C44H121N11O11.

The geometry in ORCA input format:
```
! RIJCOSX wB97M-V def2-TZVPD def2/J DEFGRID3
* xyz 0 1
H -7.46 -4.91 4.78
N -3.80 -9.55 -6.52
H 4.07 -7.71 -1.64
H -10.39 -0.85 1.23
H 4.50 -0.04 -3.97
H 4.79 -9.22 -5.12
H 0.98 0.74 -10.94
C -6.85 4.94 -1.46
C 0.18 11.44 0.12
H 9.11 -7.73 3.76
H 6.04 2.65 -2.48
H 5.18 1.09 -5.15
C 2.69 8.15 6.71
H 9.17 -3.55 2.97
H -2.46 0.87 -9.11
H -2.68 -3.73 0.66
C -8.76 -1.84 2.41
H 4.52 8.49 5.57
C -2.94 -8.77 -5.62
H -7.13 -2.32 1.42
H -6.57 5.57 -2.30
N 3.72 -11.64 -4.50
H 6.47 -4.79 4.10
C 6.61 -4.03 3.33
H 3.26 10.69 5.96
H 2.03 7.48 4.36
C -10.19 -1.67 1.91
H -0.80 -2.03 2.32
O -10.26 6.04 -0.63
C -0.98 1.69 -10.51
H 1.11 10.88 0.02
H -2.07 0.21 -6.91
H -6.38 5.43 -0.60
C 6.14 -11.75 -5.12
H 8.04 0.53 -1.90
H 9.19 2.37 -4.68
H 2.41 5.81 4.44
C -1.69 -3.54 0.25
C 5.08 8.46 7.66
H -11.71 7.17 0.36
H -2.00 12.79 -0.77
H -0.43 -5.77 -5.34
H 7.43 1.55 -0.94
H -1.12 3.38 -9.43
H 10.06 1.60 -3.29
H -1.90 -10.12 -4.35
H 11.30 -4.84 4.21
H 7.02 -3.14 3.81
O -0.63 -7.76 -5.82
O -0.90 -0.07 1.82
H -0.06 11.85 -1.85
O 6.24 0.95 -3.42
H -8.51 6.90 -0.75
H -8.84 -4.04 2.77
O 4.47 -9.17 -3.03
H 2.43 8.12 7.77
H -3.63 -10.27 -4.19
N 8.22 1.46 -1.55
H -0.75 1.08 -6.05
H -5.74 -4.44 4.29
H 0.92 2.41 -11.32
H 5.66 -7.53 -2.19
H -10.25 7.97 0.05
H -0.19 10.86 0.97
H 6.02 -12.81 -4.90
H -1.50 -1.14 13.70
H -7.70 -1.01 0.76
H -6.30 4.02 -1.68
C -8.45 -3.10 3.15
H 3.75 6.95 4.41
H 6.26 -9.20 -4.11
C 5.08 -11.13 -4.13
N 8.97 -7.08 3.00
H -3.99 1.03 8.84
H -3.38 -7.81 -5.37
H -2.46 -1.58 2.03
N -8.81 3.84 -2.36
C 0.51 7.71 -1.54
H 4.72 10.74 6.59
H 8.74 0.79 -4.14
C -2.83 -9.55 -4.35
H 1.46 7.22 -1.73
H 8.33 3.37 -2.48
N 0.08 -1.89 -0.18
H -4.55 0.18 10.25
C -2.41 -0.55 13.81
N -2.00 11.81 -1.04
H 0.57 -2.53 0.43
N -1.91 2.27 9.71
C 0.47 1.66 -10.66
H 4.81 8.50 8.72
C -1.62 -8.63 -6.40
O 7.48 -4.49 2.26
H -1.51 1.23 -11.34
O -0.75 1.25 -8.06
H -9.28 6.39 -2.35
O 2.79 6.85 6.20
H 3.28 -11.13 -3.75
H -10.91 -1.60 2.72
H -2.29 1.24 1.01
H 5.78 -11.51 -6.12
H -2.38 2.54 8.85
H 0.53 -1.02 0.08
H 11.28 -5.69 2.72
H -3.68 -9.21 -7.47
H -8.50 4.25 -3.23
H -8.50 4.37 -0.28
N 3.85 10.23 6.65
H -8.48 -1.00 3.05
H -1.46 1.92 2.30
H -1.47 -4.10 -0.66
H 6.02 9.01 7.64
H 4.20 1.64 -3.84
H -2.69 -8.91 -3.48
N -8.00 -1.90 1.14
C 8.83 -4.53 2.62
H -0.75 3.62 -10.84
C -10.94 7.26 -0.40
C 4.67 -7.79 -2.55
H -0.08 7.26 -0.74
H 5.37 -11.27 -3.09
C -2.83 1.61 10.64
H 9.32 -4.62 1.65
N -1.39 3.03 -10.33
H -1.25 -9.65 -6.42
O 0.57 9.07 -1.51
C -1.88 0.96 1.98
H -3.08 -0.35 9.60
C 10.86 -5.71 3.73
H -0.39 -6.08 -7.04
H -10.54 -2.56 1.39
C 2.75 6.78 4.80
C 6.73 2.25 -3.24
H 1.87 8.69 6.24
H -1.38 0.27 11.47
C 4.10 8.80 6.52
C 9.10 1.76 -3.78
C -8.39 4.78 -1.28
H -1.97 -1.52 -0.44
O -7.03 -3.32 3.34
H 8.88 -5.64 4.47
H -11.43 7.72 -1.26
C 5.24 -9.57 -4.19
H 5.66 -3.68 2.93
H 4.29 -7.08 -3.28
C -1.39 0.83 -9.30
H -4.78 -9.42 -6.31
O -3.06 0.00 12.64
C -6.78 -4.59 4.00
C -2.22 0.87 11.83
H -2.47 11.83 -1.93
C 4.98 0.92 -4.09
H 1.03 1.94 -9.77
C -0.66 11.27 -1.15
H 11.33 -6.58 4.19
H -1.05 -3.99 1.00
H -1.30 9.52 -2.37
H -2.24 0.36 14.38
C -0.93 -6.35 -6.12
C -1.02 0.52 -6.94
H -2.53 0.58 2.77
C -3.65 0.57 9.77
H 6.63 2.92 -4.09
C 8.12 2.32 -2.69
H -1.45 9.38 -0.72
H 7.12 -11.33 -4.93
H -0.96 -0.16 -9.45
H 0.29 12.48 0.43
C -1.26 -2.02 0.21
C -0.74 9.76 -1.46
C -9.09 6.16 -1.30
C 9.32 -5.75 3.48
H 3.34 -11.16 -5.30
H -0.07 7.65 -2.46
H -0.41 -0.38 -6.91
H 5.29 7.41 7.47
H -1.18 1.65 9.39
H -1.97 -6.05 -6.17
H -1.86 1.65 12.50
H -3.17 -1.00 14.45
H -3.59 2.27 11.05
H 8.01 -7.21 2.71
H -9.82 3.90 -2.46
H -6.85 -5.49 3.39
H -9.00 -3.09 4.09
H -1.61 -8.54 -7.49
C -1.44 -1.40 1.69
*
```

Lowest unoccupied orbital energy (eV): 0.27
Structure (SMILES): COC[C@H](C)N.COC[C@H](C)N.COC[C@H](C)N.COC[C@H](C)N.COC[C@H](C)N.COC[C@H](C)N.COC[C@H](C)N.COC[C@H](C)N.COC[C@H](C)N.COC[C@H](C)N.COC[C@H](C)N
HOMO level (eV): -9.027
Kohn-Sham gap (eV): 9.30



ii) The following is a DFT calculation (ωB97M-V/def2-TZVPD) of 11 unconnected molecules or ions with the total composition C44H121N11O11.

The geometry in ORCA input format:
```
! RIJCOSX wB97M-V def2-TZVPD def2/J DEFGRID3
* xyz 0 1
H 1.29 -5.15 2.26
H 5.31 2.12 -4.51
C 5.33 -2.44 -2.05
O 3.95 -8.00 2.01
H -1.72 4.77 1.36
H 5.15 0.37 -4.56
C -0.72 1.52 -6.71
C 2.47 2.42 -3.79
C 2.56 1.64 5.25
H -1.50 3.13 -2.85
H -1.06 -5.43 5.19
H -0.59 1.32 -7.77
H 1.96 4.98 -4.47
H -2.21 4.14 -6.35
H -5.86 -3.58 5.80
C 0.18 1.20 5.07
H -2.64 3.64 -4.13
C -6.26 2.91 -0.07
H -3.68 4.72 -2.50
C -0.84 0.92 3.95
C -1.70 2.16 3.70
O -3.47 6.33 -4.41
H 1.01 5.73 2.03
H 2.18 0.01 0.15
H -1.97 7.34 -3.39
C -2.19 6.38 -3.87
H 7.27 -3.23 0.04
O 7.17 -4.89 -1.19
H -2.71 -2.79 -0.46
H -3.64 0.70 -0.42
H -0.67 -5.61 0.85
O 3.11 3.67 -3.40
H 3.45 -0.68 -4.12
H -4.53 -3.09 1.94
C -2.60 1.04 -0.39
H -3.26 8.06 -5.56
H 6.08 -6.47 -0.44
H -5.96 -1.36 0.90
H -2.50 1.76 -1.20
C -1.12 0.41 -4.35
H -7.02 2.18 0.20
H 5.59 -3.09 -2.89
H 1.61 -6.78 1.73
H 4.33 -9.89 2.86
H -4.95 -3.19 4.43
O -3.69 4.63 2.19
C 6.36 -6.04 -1.40
H -4.87 5.33 0.67
H 0.38 0.31 5.66
H -1.41 6.32 -4.64
H 3.28 0.55 2.03
N -0.68 -2.83 4.60
C -3.16 -3.43 0.29
H 1.19 4.40 -3.02
H -0.24 1.85 5.84
C -3.58 7.02 -5.63
H 6.03 -1.63 -1.86
H 0.60 -1.26 1.61
C -1.74 3.90 -3.58
H 0.89 -2.77 0.77
H -5.63 2.44 -0.82
C 3.49 1.28 -3.63
C -4.10 -2.49 1.14
H 4.48 -4.05 -0.97
O -1.95 2.20 -6.67
H -2.59 6.25 1.26
H -5.27 -1.98 5.75
H 4.53 -3.38 1.06
H -2.72 3.66 -7.99
C 4.60 1.31 -4.65
C 4.70 -9.27 2.04
C 0.31 -1.86 0.75
C 1.79 3.34 1.07
H 5.75 -9.02 2.12
H -2.16 -5.72 -0.06
C -4.98 -3.00 5.50
C 0.60 -0.93 -0.45
H -1.75 -5.25 3.63
H 3.71 2.92 1.99
H 0.67 -1.25 -5.24
H 0.09 2.20 -6.42
C -1.41 -5.02 0.31
H -6.78 3.69 -0.63
N 0.55 -0.50 -5.91
C -2.01 -3.44 4.74
H 6.93 -6.84 -1.87
C 1.20 5.64 0.96
H -2.10 0.85 -4.15
N -2.97 5.13 -1.92
H 2.47 2.03 6.26
C -5.50 3.31 1.21
H -0.24 0.70 3.07
H 5.49 -5.79 -2.01
H 4.53 -9.77 1.09
H 0.24 5.49 0.47
H -2.84 -5.37 5.00
H -3.89 -4.06 -0.21
C 2.14 4.74 -3.42
H -2.03 0.29 5.36
H -4.98 2.45 1.64
H -2.52 -0.13 3.86
N 3.83 -5.23 1.83
H 2.14 0.10 -4.60
H 3.85 -6.00 1.17
H 1.12 3.32 1.93
H -0.07 0.96 -1.34
N -6.49 3.88 2.12
H 2.06 1.24 2.71
N 2.78 0.01 -3.82
H 1.54 2.26 -3.23
H -2.08 -3.20 6.87
C -1.98 3.50 -7.20
H -5.71 -2.68 -0.34
C 1.76 -6.09 2.56
H 1.20 -6.48 3.41
H 6.55 -4.38 0.76
O 2.20 4.66 0.68
C 6.57 -4.01 -0.26
C 3.89 2.12 0.09
H -2.05 2.60 4.63
O -3.96 -3.58 6.24
H 3.25 1.81 -0.74
H -1.42 -0.41 -6.31
H 0.36 -1.52 -1.34
H -3.25 6.10 -1.83
H -3.82 3.99 0.17
C -1.89 -4.95 4.67
O -2.11 -4.03 1.06
O 1.40 1.64 4.45
H 1.52 6.64 0.67
H 3.63 -2.41 0.15
C 5.26 -3.32 -0.73
C 3.27 -5.87 2.98
H 4.82 -5.21 2.02
N 2.50 1.14 1.81
H -2.54 1.85 3.07
H -4.64 6.99 -5.88
H 2.43 5.60 -2.81
H -0.73 -2.14 0.58
H 3.36 -5.45 3.98
H -2.49 1.45 0.62
C -2.74 -2.95 6.04
H -1.00 3.91 -7.43
H 1.22 3.04 0.19
H -1.04 5.60 -2.32
H -0.17 0.94 0.34
H -1.29 3.01 3.15
C -0.68 0.24 -5.84
C -2.49 5.36 1.88
O -1.71 -0.07 -0.68
H -6.64 3.04 2.67
N 4.59 -2.64 0.37
N -3.31 -1.41 1.75
H 4.41 -1.93 -2.31
N 2.00 -0.68 -0.57
H 4.96 -6.92 3.62
C -0.33 0.29 -0.52
C -5.25 -1.89 0.26
H -0.63 -1.82 4.61
H 4.25 1.36 -5.68
H -0.89 -4.51 -0.50
H 3.47 -7.66 4.01
H 3.93 1.29 -2.63
H 2.13 2.47 -4.82
C 2.99 2.40 1.36
H -2.94 -0.80 1.03
H -0.43 0.96 -3.71
C -4.43 4.39 0.98
H -2.60 -2.99 3.94
H -3.06 6.50 -6.43
H 2.70 0.56 5.38
H 0.69 -0.90 -6.83
H -2.75 -1.87 6.21
H -2.15 5.72 2.85
H 4.60 1.31 0.26
N -1.72 -0.10 4.48
H -5.91 4.45 2.72
C -1.93 5.27 -2.85
H -0.85 4.08 -4.18
H -4.83 -1.12 -0.39
C 4.02 -7.21 3.17
H 4.43 3.02 -0.19
H -2.51 -1.88 2.15
H -0.52 -3.08 3.64
H -1.16 -0.62 -4.00
H 3.45 2.04 4.77
H 2.26 -0.19 -1.41
*
```

Lowest unoccupied orbital energy (eV): 0.54
Structure (SMILES): COC[C@H](C)N.COC[C@H](C)N.COC[C@H](C)N.COC[C@H](C)N.COC[C@H](C)N.COC[C@H](C)N.COC[C@H](C)N.COC[C@H](C)N.COC[C@H](C)N.COC[C@H](C)N.COC[C@H](C)N
HOMO level (eV): -8.109
Kohn-Sham gap (eV): 8.65



iii) The following is a DFT calculation (ωB97M-V/def2-TZVPD) of a molecular structure, C44H121N11O11.

The geometry in ORCA input format:
```
! RIJCOSX wB97M-V def2-TZVPD def2/J DEFGRID3
* xyz 0 1
H 1.62 0.59 -1.89
C 0.38 -0.70 -7.37
C 4.67 1.62 4.27
H 6.51 1.83 6.25
H -2.68 6.62 -1.29
C 3.30 1.17 3.61
H -1.29 -4.07 -1.13
H -0.55 -2.33 -4.60
H 1.24 -2.91 -0.78
H -0.76 -0.66 5.59
C 4.57 0.87 0.01
C 3.49 1.88 -2.15
H 3.04 3.84 -0.45
H 3.66 -2.75 -5.32
N -0.37 1.67 4.65
H 0.33 -1.22 -5.21
H 0.94 -1.94 4.99
N -0.42 5.98 -2.29
C 5.25 -1.34 -0.24
H 2.52 1.50 -0.26
H 2.66 1.07 4.48
H 4.35 2.49 -2.43
N -2.65 -4.86 1.56
H 2.66 -2.17 -6.43
H 3.73 0.92 -2.61
H -3.27 -1.16 4.90
H 2.84 0.60 -3.62
H 0.40 1.81 -2.59
C -2.00 -0.23 -3.05
N -2.25 -3.06 4.91
N 2.84 2.21 2.69
H 0.24 5.23 -2.14
H -1.29 -3.36 4.77
C -2.31 3.69 7.56
C 6.33 0.83 5.85
H 5.47 1.75 3.54
H 1.11 2.31 -0.33
H -2.23 1.38 6.42
C 1.53 -3.09 -3.23
C 0.70 0.85 -7.20
O 0.34 4.16 -0.35
H -3.19 -1.72 -4.93
H -2.97 -4.00 1.13
H 2.77 -1.21 -4.96
H 1.58 0.22 -2.72
H 4.76 1.02 1.07
H -4.32 -0.92 -7.20
H 5.86 -1.21 0.65
H 0.28 6.89 -0.68
H -2.21 -2.33 2.44
C -2.37 -1.62 4.48
C -3.78 0.59 2.59
H 1.71 -3.27 4.44
O -2.82 -0.38 2.29
H -0.33 -1.34 4.02
C 3.50 1.84 -0.59
O 1.66 -1.88 -2.54
C 0.02 -0.12 0.12
H 1.72 1.85 -3.12
H -3.46 1.57 2.23
H 1.10 -1.98 3.31
C -0.63 -3.94 2.75
H 1.16 -1.06 -0.88
C -1.33 2.72 4.80
H 5.83 -1.10 -1.13
H 7.03 0.50 5.08
N -0.03 -0.94 2.36
C -1.09 -0.77 4.56
C 0.16 2.79 -0.09
H -1.74 8.14 -1.46
H -3.69 -2.38 2.78
C 1.78 0.86 -3.58
H 0.42 1.32 3.31
C 2.71 -2.22 -5.34
H 1.69 2.22 -5.83
H -2.26 -1.63 -1.12
H -2.85 -3.65 4.35
C -2.09 -5.89 3.72
H -3.81 0.68 -6.81
H -0.80 3.60 5.17
N 3.70 3.16 -0.09
C -5.79 -2.12 0.52
H 0.76 0.88 -9.13
H -3.06 -6.26 4.05
C -2.23 -0.81 -6.66
H -1.92 2.95 8.26
H -0.03 1.68 3.70
C -0.20 0.23 1.62
H -0.99 5.10 0.88
C 3.61 -0.13 2.82
H -0.17 -2.85 -1.17
O 0.99 0.58 -4.70
H -0.70 2.48 -0.68
H 3.59 -0.98 3.51
H -2.59 3.83 3.40
H 4.96 -2.38 -0.39
H -1.67 -2.74 -6.58
O -0.37 -3.32 4.09
H -3.40 -0.08 -8.39
O -2.10 0.10 -4.44
O 4.16 -0.43 -0.16
C -3.49 -0.23 -7.32
C 1.54 1.15 -5.92
H -1.11 -0.80 -2.77
H -1.20 -0.62 0.32
O 0.01 1.09 -0.69
H -2.98 -0.64 -2.83
H -2.81 -3.88 3.23
H -0.49 -3.59 0.44
H -6.17 -3.03 0.05
N -1.70 -1.37 0.78
H -0.77 -3.18 1.97
H -2.45 -2.37 -7.98
H 0.69 -3.66 -2.83
H -1.78 -6.77 3.16
C -3.51 -2.83 0.04
H -1.19 0.22 4.11
H 0.41 2.22 1.83
H -4.82 0.32 2.39
H 0.11 -4.71 2.55
C -0.93 -3.25 -0.50
O 5.04 0.70 5.37
H 4.52 -0.08 2.23
H 4.65 3.51 -0.18
H -0.27 1.32 -7.03
H 1.94 1.99 2.28
C -0.62 6.32 -0.92
C -0.82 4.95 -0.19
C 0.69 1.25 2.26
H -2.85 4.48 8.08
H -3.83 0.78 3.66
H 2.69 -1.89 -0.79
C -2.30 -1.12 -5.14
H 1.74 0.97 2.18
H -0.44 -0.98 -8.03
H 2.41 -3.73 -3.12
H 1.27 2.27 -8.49
H -2.04 7.41 0.14
H -1.03 3.44 2.71
C -1.80 3.08 3.40
H -6.42 -1.36 0.05
H -1.50 -5.84 4.64
H 0.06 0.02 -2.40
H 5.55 1.11 -0.41
H -1.42 -0.09 -6.79
H -1.95 0.75 -2.56
C 1.44 -2.97 -4.75
H 3.50 2.27 1.93
H 0.97 -0.59 -0.12
H -2.54 -0.99 1.19
H -1.25 0.51 1.71
H 0.30 -1.16 -6.38
H 1.11 -3.89 -5.24
C 0.87 -2.63 4.15
H -1.31 5.56 -2.51
H 2.47 0.61 -6.14
H 1.26 -1.28 -7.65
H 4.42 2.56 4.76
H 2.83 -0.48 2.13
N -1.77 -2.05 -7.31
N 1.38 1.27 -8.43
H -0.28 -0.79 3.33
H -2.27 2.21 2.94
H -0.52 -0.98 -0.27
H -3.76 -3.47 -0.81
H -3.25 1.75 5.04
N 0.24 -2.23 -5.22
H -3.50 -5.36 1.74
H -1.62 4.34 -0.62
H 6.48 0.20 6.72
C -2.89 -1.67 2.98
C 0.59 0.90 -2.02
H 2.51 2.15 -2.52
O -4.51 -1.73 0.16
H -3.52 -3.48 0.91
O -3.11 3.17 6.47
C -2.08 -4.58 2.84
H -1.38 4.18 7.26
H -1.49 -1.80 -4.89
H -0.75 -1.63 2.18
C -2.09 -2.25 -0.24
C -1.85 7.21 -0.91
H 0.00 2.72 0.98
C -2.50 2.17 5.71
H 0.46 1.73 5.23
C 1.67 -1.99 -1.16
H -6.06 -2.04 1.57
*
```

Lowest unoccupied orbital energy (eV): 0.49
HOMO level (eV): -7.279
Kohn-Sham gap (eV): 7.77



Tell me which of them is the most stable. Sure, it is ii).